Entry from the Open Molecules 2025 dataset: a molecular structure, C21H48AlIN2O4 at a distorted geometry (ωB97M-V/def2-TZVPD).

Maximum force, eV Å⁻¹: 4.02
E_tot, Eh: -1779.40285
2S+1: 1
Kohn-Sham gap, eV: 3.6
Total charge: -2

```
77
C21H48AlIN2O4 ωB97M-V/def2-TZVPD
C -1.53610 -2.34820 3.24582
C -2.46490 -3.26590 2.31762
C -3.48075 -2.25978 1.55683
C -2.61000 -1.50654 0.41345
C -2.93365 0.06543 0.32962
C -2.28948 0.61113 -1.03258
C -1.15894 1.72400 -0.83917
Al 0.71931 1.02475 -0.42139
C 0.81549 0.14983 1.46486
C 2.20289 0.67033 2.12548
C 1.95574 2.69344 -0.28064
O 2.92476 2.79807 -1.13547
O 1.81240 3.65964 0.69148
C 1.55297 -0.15811 -1.87965
I 2.99900 -1.48352 -0.90674
C 0.51538 -0.90870 -2.83284
C -0.03311 -2.27223 -2.19436
H -0.73119 -1.90557 2.57176
H -1.02015 -2.91997 4.07466
H -2.18115 -1.48633 3.61185
H -2.99905 -4.10438 2.86183
H -1.80093 -3.74113 1.52671
H -3.99587 -1.54212 2.26415
H -4.27158 -2.90297 1.03204
H -1.49565 -1.71550 0.53490
H -2.90386 -2.02702 -0.56558
H -4.07674 0.12946 0.22916
H -2.62758 0.63312 1.25899
H -3.14902 1.11365 -1.61426
H -1.98350 -0.28517 -1.65187
H -1.09434 2.40580 -1.75958
H -1.44316 2.42177 0.02841
H -0.01646 0.51870 2.14460
H 0.90642 -0.98243 1.41124
H 2.52396 0.05681 3.02825
H 2.11323 1.75601 2.46770
H 3.05433 0.64296 1.36605
H 2.16457 0.53961 -2.55431
H -0.32433 -0.18657 -3.12091
H 1.00233 -1.19539 -3.83479
H 0.38458 -3.19148 -2.70300
H -1.16819 -2.27745 -2.37852
H 0.08939 -2.27303 -1.06508
C 3.31728 3.34412 7.52382
C 3.27892 1.90289 7.02415
C 4.24795 1.62694 5.85760
O 3.80886 2.12012 4.60468
C 4.05062 3.50153 4.39252
N 1.89663 1.55904 6.66939
H 2.78924 4.03161 6.86147
H 2.83716 3.41778 8.50411
H 4.34742 3.69585 7.63105
H 3.58565 1.26311 7.86098
H 4.32562 0.54138 5.73413
H 5.26151 1.98597 6.08221
H 4.98482 3.83254 4.85948
H 3.20928 4.09265 4.76117
H 4.12120 3.66905 3.31619
H 1.85747 0.57013 6.43162
H 1.68526 2.02598 5.78678
C -2.80094 -1.13946 -8.09885
C -2.30255 -2.17576 -7.09585
C -2.28697 -1.66966 -5.63985
O -1.21333 -0.79348 -5.33527
C -1.41821 0.55175 -5.73173
N -0.97720 -2.64678 -7.51729
H -2.05187 -0.37824 -8.32275
H -3.05462 -1.62192 -9.04719
H -3.69970 -0.63695 -7.73095
H -2.99537 -3.02465 -7.13817
H -2.15260 -2.53585 -4.98359
H -3.24689 -1.21677 -5.36089
H -2.46639 0.85243 -5.64155
H -1.06482 0.70169 -6.75516
H -0.81759 1.18959 -5.08054
H -0.69177 -3.40736 -6.90389
H -0.31112 -1.90427 -7.30451
```